No. 1
Molecular formula: C3H11N3O
Method: DFT, wB97M-V/def2-TZVPD

Values from the calculation:
Molecular weight: 105.14 g/mol
Total energy: -360.2839 a.u.
ΔE to the lowest compared entry with this formula, charge and spin: 96.3 kcal per mole
Strongest force on any atom: 2.33 eV Å⁻¹
Frontier orbital gap: 0.351 Eh

Structure (XYZ):
```
18
Properties=species:S:1:pos:R:3:mulliken_charge:R:1
C -1.440 -0.275 0.484 -1.00
N -0.154 0.284 0.144 0.52
N -0.134 1.225 -0.907 -0.74
C 0.654 1.176 1.604 0.02
O 0.952 2.288 1.156 -0.67
H 0.399 2.029 -0.521 0.30
H -1.076 1.546 -1.108 0.24
H -0.167 1.037 2.329 0.21
H -1.073 -1.240 1.023 0.32
H -2.018 0.446 1.058 0.39
H -1.997 -0.604 -0.397 0.33
C 0.573 -1.559 -1.361 -0.84
N 0.753 -0.895 -0.070 -0.51
H 1.721 -0.581 -0.037 0.30
H 1.422 0.344 1.666 0.20
H -0.381 -2.085 -1.359 0.28
H 1.379 -2.275 -1.500 0.37
H 0.588 -0.861 -2.204 0.29
```



No. 2
Molecular formula: C2H8Cl2OSi2
Method: DFT, wB97M-V/def2-TZVPD

Values from the calculation:
Molecular weight: 175.16 g/mol
Total energy: -1655.7007 a.u.
ΔE to the lowest compared entry with this formula, charge and spin: 64.1 kcal per mole
Strongest force on any atom: 4.13 eV Å⁻¹
Frontier orbital gap: 0.375 Eh

Structure (XYZ):
```
15
Properties=species:S:1:pos:R:3:mulliken_charge:R:1
C -0.321 0.961 0.301 -0.72
C 2.445 -0.053 -0.910 -0.84
O -3.622 -0.012 1.108 -0.43
Si -3.940 -0.770 -0.149 0.52
Si 0.728 -0.515 -0.230 0.70
Cl 0.023 -1.772 -1.669 -0.27
Cl 0.725 -1.672 1.513 -0.29
H -0.364 1.620 -0.608 0.26
H -1.367 0.719 0.456 0.06
H 0.091 1.531 1.056 0.35
H 2.856 -1.038 -1.014 0.22
H 2.287 0.403 -1.928 0.28
H 3.131 0.618 -0.264 0.29
H -4.120 -0.092 -1.379 -0.06
H -4.023 -2.228 -0.211 -0.05
```